# C5H10O2

A 2-piece molecular cluster, C5H10O2 overall (wB97M-V/def2-TZVPD, the Open Molecules 2025 dataset).

Last column: Mulliken charge in e.
Cartesian coordinates (Å):
1 C -2.156 -0.519 -0.003  -1.396
2 C -0.820 -0.179 -0.664  0.652
3 O -0.899 1.193 -0.907  -0.592
4 C 0.400 -0.707 0.055  -0.622
5 C 1.685 -0.303 0.063  -0.364
6 C 2.253 0.918 -0.509  0.165
7 O 1.655 1.834 -1.056  -0.585
8 H -2.284 -1.580 0.235  0.388
9 H -2.301 0.088 0.897  0.355
10 H -2.930 -0.226 -0.717  0.341
11 H -0.757 -0.773 -1.601  0.131
12 H -0.011 1.552 -1.094  0.460
13 H 0.192 -1.632 0.595  0.394
14 H 2.405 -0.907 0.615  0.334
15 H 3.350 0.997 -0.419  0.307
16 H -0.257 0.061 2.250  -0.030
17 H 0.475 0.184 2.259  0.062

**E_tot**: -346.9090 hartree
**SMILES**: C[C@@H](O)/C=C\C=O.[H][H]
**Total charge**: 0
**HOMO energy**: -0.3594 Eh
**Orbital gap**: 0.3493 hartree